Molecular formula: C7H7FN3O4
Method: DFT, ωB97M-V/def2-TZVPD

Last column: Löwdin charge in e.
Atoms and positions in Å:
1 C 1.59 -0.89 -0.78  0.042
2 C 0.34 -1.13 -1.53  -0.266
3 C -0.19 -2.33 0.52  -0.522
4 C -2.09 2.28 0.38  -0.608
5 C 1.15 -0.01 0.14  -0.265
6 C -0.10 0.60 -0.25  -0.180
7 C 1.79 0.47 1.42  -0.027
8 N -0.22 -2.27 -0.75  0.109
9 N -0.56 1.74 0.38  0.175
10 N -0.49 0.08 -1.42  -0.053
11 O -2.26 3.09 1.29  0.013
12 O 0.27 -1.95 1.58  0.034
13 O -2.82 1.75 -0.49  -0.010
14 O -1.44 0.44 -2.28  0.032
15 F -1.11 -3.62 0.88  -0.236
16 H 2.37 -1.67 -0.85  0.142
17 H 0.40 -1.39 -2.61  0.152
18 H 0.87 0.70 2.01  0.089
19 H 2.23 1.43 1.10  0.100
20 H 2.28 -0.36 1.78  0.059
21 H -2.05 1.11 -1.73  0.109
22 H 0.03 1.95 1.21  0.110

Results
Multiplicity: 1
Total charge: -1
HOMO-LUMO gap in eV: 8.26
Energy relative to the best compared isomer or geometry (same formula, charge and spin) in kcal per mole: 0.0
E_tot in Eh: -836.013763
E_LUMO in eV: 2.927